Arrangement one

The following is a quantum chemistry calculation of a molecular structure, C25H31GeO2PPtSe, from OMol25.

Last column: Löwdin charge in e.
Geometry (Å):
H: -4.54761 -3.29812 2.25368  0.04
C: -2.37561 -1.40215 0.68534  -0.42
Se: -1.72898 0.15711 -0.22140  1.11
H: -1.81343 -0.69206 4.74134  0.04
H: 5.86432 -2.42014 -0.41939  0.12
H: 0.69663 5.66296 -1.23931  0.12
H: 3.57707 2.98959 2.54237  0.13
H: -4.00491 -3.19358 3.92933  0.04
C: 2.04445 1.51563 2.48174  -0.05
H: -1.71203 0.19780 -5.26314  0.13
H: 0.24086 6.20565 0.37772  0.11
O: 0.66649 3.67384 0.81493  -0.08
C: 1.33973 0.58175 1.66757  -0.26
C: 0.93474 -0.60922 -3.29447  -0.05
C: -1.77196 0.08564 -3.12884  -0.07
C: 1.70371 0.41881 0.29067  -0.49
H: -3.66976 1.61422 0.33101  0.05
H: -2.81753 0.36019 -3.08127  0.11
H: -4.09573 0.44450 -0.95437  0.07
C: 3.34342 2.16030 0.56333  -0.02
H: -1.12497 0.17669 3.38227  0.00
C: 3.81746 -1.79695 -0.46905  -0.08
H: -3.17683 -1.77783 0.04608  0.05
H: -3.07250 1.88865 -1.32948  0.05
C: -3.69240 -3.07993 2.89160  -0.19
H: -4.04007 1.08109 2.54998  0.01
C: -1.02254 -0.18691 -2.00193  -0.38
C: -0.16521 4.18205 -0.03041  -0.60
C: 3.02775 2.28649 1.93196  -0.04
C: 0.32768 -0.55932 -2.04774  -0.38
H: 4.12988 2.77941 0.14985  0.13
H: 5.51187 -4.32757 -1.94776  0.12
C: 4.68072 -3.69171 -1.67514  -0.05
C: -1.14189 0.00167 -4.36550  -0.03
H: 3.99540 -0.97331 0.21005  0.10
H: 0.77165 -0.20405 2.15008  0.08
H: -2.89640 -3.79570 2.68956  0.04
H: -1.01624 5.93881 -0.87297  0.11
H: 1.80421 1.58683 3.53444  0.13
H: 1.35628 -3.36881 -2.20063  0.11
H: 2.97806 1.15238 -1.29331  0.13
P: 1.06711 -1.12436 -0.46943  1.09
C: 2.69991 1.25632 -0.25211  -0.08
H: 1.97283 -0.90294 -3.37531  0.12
C: -0.07070 5.59194 -0.46550  0.06
C: 2.34634 -3.14446 -1.81882  -0.11
C: -1.51284 -0.79192 3.69860  -0.21
H: 0.68720 -0.37038 -5.41018  0.13
H: -5.26913 -0.13324 2.07903  0.03
C: 3.41009 -3.95614 -2.17179  -0.05
H: -4.81665 0.09234 3.76374  0.04
C: 2.54734 -2.04289 -0.98245  -0.38
C: -4.43272 0.08370 2.74295  -0.21
H: 3.24684 -4.80077 -2.82724  0.12
C: 4.87998 -2.61934 -0.82091  -0.05
Pt: -0.16963 1.81315 0.53634  1.04
O: -1.05611 3.38080 -0.45426  -0.10
C: 0.20191 -0.32277 -4.44455  -0.02
H: -1.52264 -2.07830 0.63321  0.01
Ge: -3.05084 -1.27627 2.61330  0.80
C: -3.34387 1.13956 -0.58870  -0.20
H: -0.74018 -1.55872 3.63527  0.03

Results
**Charge**: +2
**Multiplicity**: 1
**Gap between HOMO and LUMO**: 6.566 eV



Arrangement two

The following is a quantum chemistry calculation of a molecular structure, C25H31GeO2PPtSe, from OMol25.

Last column: Löwdin charge in e.
Geometry (Å):
H: -1.18276 -2.33501 -2.74558  0.00
C: 1.00645 0.12687 -2.08504  -0.32
H: -0.57627 7.64166 -0.98385  0.13
C: 0.75842 4.54277 -1.13074  -0.07
H: 0.01351 -0.10503 3.74038  0.11
H: -2.55696 6.43280 -1.82029  0.12
P: -0.22392 2.14193 -1.87362  1.04
C: -0.02869 -3.00854 0.82242  -0.31
H: 0.94553 -2.92026 0.35087  0.04
C: -1.67480 1.18386 -2.36543  -0.43
C: -0.51978 6.57500 -1.15550  -0.02
O: -1.43647 0.82560 1.20555  -0.10
H: -4.74809 -4.55671 -2.66376  0.04
H: 1.53716 6.44624 -0.54886  0.12
C: -1.01527 -3.06397 -1.95075  -0.55
Ge: -2.24466 -4.61430 -2.22338  0.76
C: -1.63872 5.89702 -1.62390  -0.04
C: 1.87763 -0.88355 -2.42403  -0.06
H: -3.01350 -6.47656 -0.70825  0.04
C: -1.52226 -5.61196 -3.72225  -0.20
Pt: -0.45122 0.26411 -0.65969  1.17
H: 2.17772 2.66235 -4.07932  0.13
H: -2.66437 -5.05040 0.25868  0.02
H: -1.33901 -6.07854 -0.34079  0.03
C: 2.96324 0.65227 -3.98046  -0.04
H: 3.55103 -1.37518 -3.66976  0.13
C: -0.14780 0.86285 3.26254  0.05
O: 0.64831 0.26721 1.06985  -0.12
C: -2.79470 -0.34657 -3.87096  -0.04
H: -4.81586 -0.85012 -3.34107  0.13
C: 2.85296 -0.59862 -3.38380  -0.02
H: 1.82450 -1.86278 -1.96958  0.10
H: -4.24403 -3.07015 -1.86254  0.01
C: -1.57591 4.53359 -1.84935  -0.06
H: -0.78052 0.31063 -4.14462  0.13
H: 0.03779 -3.34018 -1.95411  0.02
C: 1.13432 1.38707 -2.67839  -0.38
H: -0.02147 -2.52952 1.79700  0.03
C: -2.31264 -5.65107 -0.58205  -0.21
H: -0.32959 -4.04803 0.91990  0.03
H: -3.93422 -3.30506 -3.60060  0.02
H: -1.02275 1.33828 3.69583  0.11
C: -3.93940 -0.27611 -3.06690  0.00
C: -0.37263 3.86651 -1.60372  -0.34
H: -2.79778 -0.96018 -4.76203  0.13
H: 3.73938 0.82402 -4.71332  0.12
H: -1.39428 -4.97089 -4.59497  0.03
H: -2.43900 4.00481 -2.23339  0.11
C: -3.96581 -3.79879 -2.62739  -0.21
C: -2.86155 1.25741 -1.57834  -0.09
C: -1.67089 0.36338 -3.53112  -0.04
H: -2.88130 1.87298 -0.68674  0.12
C: -0.33939 0.65625 1.80917  -0.64
C: 0.67399 5.90453 -0.91004  -0.04
Se: -1.35933 -2.12110 -0.28049  0.94
C: 2.09473 1.67883 -3.63537  -0.02
H: -2.20187 -6.41988 -3.99386  0.03
H: 1.68514 4.01384 -0.94048  0.12
C: -3.97409 0.51254 -1.92504  -0.02
H: -4.86126 0.55028 -1.30812  0.13
H: -0.55867 -6.05256 -3.46673  0.03
H: 0.74419 1.46493 3.42912  0.11

Results
**Charge**: +2
**Multiplicity**: 1
**Gap between HOMO and LUMO**: 6.193 eV



Energies relative to the most stable structure, in hartree: arrangement one 0.0152; arrangement two 0.0000.